Version a
Here is a cluster of 2 separate species, C6H14 in total from the Open Molecules 2025 dataset. Energies are from ωB97M-V/def2-TZVPD.

The spin multiplicity is 1. As for the SMILES: C/C=C(\C)CC.[H][H]. As for the HOMO energy: -8.618 eV. The LUMO energy comes out at 1.18 eV.

Each line ends with the natural charge from an NBO analysis.
Cartesian coordinates (Å):
C1 -1.699 1.080 1.710  -0.65
C2 -0.293 0.743 1.279  -0.22
C3 0.061 0.353 0.049  0.05
C4 -0.948 0.269 -1.063  -0.67
C5 1.511 0.027 -0.276  -0.44
C6 1.816 -0.954 -1.418  -0.61
H1 -2.383 0.222 1.618  0.21
H2 -1.726 1.398 2.756  0.22
H3 -2.125 1.890 1.107  0.21
H4 0.478 0.771 2.050  0.20
H5 -0.741 -0.551 -1.761  0.22
H6 -1.969 0.134 -0.690  0.22
H7 -0.916 1.204 -1.634  0.22
H8 2.007 -0.334 0.634  0.21
H9 1.985 0.982 -0.529  0.21
H10 1.432 -0.601 -2.381  0.20
H11 2.904 -1.047 -1.526  0.21
H12 1.422 -1.962 -1.244  0.21
H13 -0.394 -1.517 0.887  0.02
H14 -0.420 -2.108 0.431  -0.04


Version b
Here is the molecule C6H14 from the Open Molecules 2025 dataset. Energies are from ωB97M-V/def2-TZVPD.

The spin multiplicity is 1. As for the SMILES: CCC(C)CC. As for the HOMO energy: -10.561 eV. The LUMO energy comes out at 1.21 eV.

Each line ends with the natural charge from an NBO analysis.
Cartesian coordinates (Å):
C1 -1.234 -0.022 -2.199  -0.61
C2 -1.108 0.487 -0.736  -0.38
C3 0.132 -0.134 0.008  -0.21
C4 0.076 -1.642 -0.043  -0.61
C5 0.324 0.441 1.414  -0.40
C6 1.766 0.908 1.612  -0.60
H1 -1.960 0.637 -2.677  0.21
H2 -1.505 -1.069 -2.305  0.20
H3 -0.322 0.127 -2.790  0.20
H4 -0.962 1.559 -0.702  0.20
H5 -2.018 0.126 -0.267  0.19
H6 0.982 0.158 -0.619  0.19
H7 0.015 -2.139 -1.004  0.21
H8 0.938 -1.923 0.578  0.21
H9 -0.845 -2.028 0.422  0.20
H10 0.097 -0.208 2.267  0.20
H11 -0.407 1.248 1.569  0.20
H12 2.428 0.056 1.425  0.20
H13 1.984 1.210 2.644  0.21
H14 1.923 1.765 0.958  0.20


It is version a that is the least stable of them.


Version a
Here is the molecule C6H14 from the Open Molecules 2025 dataset. Energies are from ωB97M-V/def2-TZVPD.

The spin multiplicity is 1. As for the SMILES: CCCCCC. As for the HOMO energy: -10.427 eV. The LUMO energy comes out at 1.21 eV.

Each line ends with the natural charge from an NBO analysis.
Cartesian coordinates (Å):
C1 2.245 1.552 -0.388  -0.61
C2 1.439 1.022 0.861  -0.38
C3 0.047 0.473 0.498  -0.39
C4 0.134 -0.894 -0.173  -0.42
C5 -1.230 -1.398 -0.611  -0.41
C6 -2.496 -0.792 -0.021  -0.61
H1 1.789 2.405 -0.883  0.21
H2 3.250 1.699 -0.007  0.21
H3 2.320 0.702 -1.068  0.20
H4 1.969 0.154 1.244  0.19
H5 1.302 1.854 1.541  0.20
H6 -0.497 0.404 1.453  0.20
H7 -0.435 1.191 -0.200  0.19
H8 0.659 -1.615 0.470  0.20
H9 0.807 -0.777 -1.036  0.20
H10 -1.420 -1.514 -1.749  0.20
H11 -1.418 -2.466 -0.458  0.21
H12 -2.550 -1.028 1.064  0.19
H13 -3.331 -1.256 -0.521  0.21
H14 -2.583 0.283 -0.016  0.20


Version b
Here is a cluster of 2 separate species, C6H14 in total from the Open Molecules 2025 dataset. Energies are from ωB97M-V/def2-TZVPD.

The spin multiplicity is 1. As for the HOMO energy: -7.006 eV. The LUMO energy comes out at -1.16 eV.

Each line ends with the natural charge from an NBO analysis.
Cartesian coordinates (Å):
C1 -0.137 -0.744 1.994  -0.41
C2 -0.307 0.492 1.298  -0.45
C3 0.152 0.338 -0.286  -0.32
C4 0.659 1.005 -1.478  -0.42
C5 -0.389 -1.155 -0.544  -0.22
C6 0.416 -1.914 -1.602  -0.65
H1 0.803 -1.035 2.426  0.21
H2 -0.296 -1.528 0.709  0.20
H3 -0.919 -1.032 2.691  0.22
H4 -1.332 0.831 1.234  0.21
H5 0.305 1.350 1.595  0.25
H6 1.237 0.146 -0.172  0.21
H7 0.038 1.782 -1.902  0.16
H8 1.705 1.409 -1.433  0.17
H9 -0.944 3.746 1.172  0.00
H10 -1.299 3.425 0.599  0.00
H11 -1.438 -1.003 -0.895  0.19
H12 1.469 -1.654 -1.455  0.21
H13 0.060 -1.473 -2.525  0.23
H14 0.218 -2.985 -1.425  0.21


It is version b that is the least stable of them.


Version a
Here is the ion C5H10NS with charge +1 from the Open Molecules 2025 dataset. Energies are from ωB97M-V/def2-TZVPD.

The spin multiplicity is 1. As for the total charge: +1. As for the HOMO energy (alpha / beta): -11.711 / -12.376 eV. The LUMO energy (alpha / beta) comes out at -4.58 / -4.14 eV.

Each line ends with the natural charge from an NBO analysis.
Cartesian coordinates (Å):
C1 -0.848 0.037 -0.933  -0.02
C2 -1.455 0.176 -2.070  -0.45
C3 2.275 1.808 0.420  -0.64
C4 1.034 -0.564 0.333  -0.38
C5 -1.335 -0.660 1.237  -0.41
N1 -0.440 -0.991 0.080  -0.43
S1 0.796 1.173 0.651  0.68
H1 -2.023 -0.641 -2.557  0.22
H2 -1.459 1.164 -2.515  0.26
H3 2.950 1.149 -0.059  0.23
H4 2.408 2.787 0.832  0.26
H5 1.478 -1.115 1.095  0.24
H6 1.698 -0.685 -0.572  0.26
H7 -0.948 -0.909 2.217  0.24
H8 -1.572 0.376 1.091  0.25
H9 -2.218 -1.154 1.115  0.24
H10 -0.339 -1.950 -0.363  0.46


Version b
Here is a cluster of 2 separate species, C5H10NS in total from the Open Molecules 2025 dataset. Energies are from ωB97M-V/def2-TZVPD.

The spin multiplicity is 1. As for the total charge: +1. As for the HOMO energy (alpha / beta): -13.788 / -13.340 eV. The LUMO energy (alpha / beta) comes out at -5.99 / -6.24 eV.

Each line ends with the natural charge from an NBO analysis.
Cartesian coordinates (Å):
C1 1.851 -1.105 -1.137  -0.10
C2 -0.821 1.578 0.756  -0.41
C3 -1.723 0.341 0.609  -0.38
C4 0.397 1.219 -0.121  -0.28
C5 -0.690 -0.797 0.475  -0.28
N1 0.160 -0.149 -0.442  -0.21
S1 1.828 -2.691 -0.800  0.43
H1 2.355 -0.508 -1.867  0.24
H2 -1.305 2.488 0.414  0.24
H3 -0.526 1.710 1.795  0.22
H4 -2.392 0.192 1.451  0.25
H5 -2.307 0.404 -0.308  0.22
H6 0.443 1.797 -1.050  0.22
H7 1.336 1.385 0.417  0.23
H8 -0.237 -0.991 1.455  0.21
H9 -1.084 -1.721 0.061  0.22
H10 2.715 -3.152 -1.708  0.17


It is version a that is the least stable of them.


Version a
Here is the molecule C4H8S from the Open Molecules 2025 dataset. Energies are from ωB97M-V/def2-TZVPD.

The spin multiplicity is 1. As for the SMILES: C1CCSC1. As for the HOMO energy: -8.288 eV. The LUMO energy comes out at 1.00 eV.

Each line ends with the natural charge from an NBO analysis.
Cartesian coordinates (Å):
C1 -0.283 0.888 0.388  -0.43
C2 -0.493 0.208 -0.927  -0.40
C3 -0.439 -1.265 -0.544  -0.60
S1 0.934 -1.415 0.449  0.26
C4 0.986 0.247 0.917  -0.57
H1 0.169 1.837 0.330  0.23
H2 -1.078 0.644 1.005  0.20
H3 0.714 0.359 -1.315  0.17
H4 -1.137 0.874 -1.671  0.25
H5 -1.393 -1.534 0.154  0.19
H6 -0.569 -1.984 -1.391  0.25
H7 0.751 0.334 2.074  0.23
H8 1.837 0.805 0.531  0.22


Version b
Here is a cluster of 2 separate species, C4H8S in total from the Open Molecules 2025 dataset. Energies are from ωB97M-V/def2-TZVPD.

The spin multiplicity is 1. As for the SMILES: C=C=C.CS. As for the HOMO energy: -8.749 eV. The LUMO energy comes out at 0.85 eV.

Each line ends with the natural charge from an NBO analysis.
Cartesian coordinates (Å):
C1 -1.690 -0.269 0.850  -0.50
C2 -2.031 0.743 0.141  0.10
C3 -2.177 1.696 -0.727  -0.50
H1 -0.731 -0.286 1.436  0.24
H2 -2.255 -1.127 0.900  0.22
H3 -2.779 2.614 -0.758  0.24
H4 -1.696 1.469 -1.796  0.22
C4 1.870 0.762 -1.487  -0.71
S1 1.399 -0.205 0.001  -0.12
H5 2.654 1.437 -1.271  0.22
H6 1.039 1.296 -1.858  0.22
H7 2.336 -0.031 -2.043  0.22
H8 -0.005 -0.302 -0.321  0.16


It is version b that is the least stable of them.